Molecular formula: C4H8O
Method: DFT, ωB97M-V/def2-TZVPD

Values from the calculation:
ΔE to the lowest compared entry with this formula, charge and spin = 161.11 kJ/mol
Max |F| = 0.0158 hartree/bohr
HOMO energy = -0.3509 Ha
Orbital gap = 10.767 eV

Geometry as XYZ:
```
13
Properties=species:S:1:pos:R:3:forces:R:3
C 1.83646 0.21184 0.63203 0.3 0.2 0.2
O 0.89890 -0.78369 0.29832 -0.1 -0.1 0.1
C -0.09648 -0.19652 -0.45664 -0.1 0.2 -0.3
C -1.43933 -0.78716 -0.64255 0.0 -0.1 -0.2
C -1.28370 0.48050 0.17088 0.0 0.2 0.1
H 1.40060 0.92128 1.34842 0.1 -0.1 0.0
H 2.14106 0.77621 -0.26493 0.0 -0.1 0.2
H 2.70908 -0.27925 1.06246 -0.1 0.1 0.0
H 0.28532 0.25792 -1.37517 0.1 0.0 0.2
H -1.66792 -0.65186 -1.68902 -0.8 -0.2 0.0
H -1.79904 -1.70401 -0.18309 0.3 0.2 0.0
H -1.66176 1.42285 -0.21579 0.1 -0.1 0.0
H -1.35876 0.38006 1.25294 0.0 -0.1 -0.3
```
Positions in Å, forces in eV/Å.

Atomic partial charges in e from the natural (NBO) method, atoms 1 to 8:
1. C -0.249
2. O -0.512
3. C 0.088
4. C -0.436
5. C -0.459
6. H 0.169
7. H 0.164
8. H 0.192